{
  "formula": "C45H121N7O18",
  "method": "ωB97M-V/def2-TZVPD",
  "molar_mass_g_mol": 1048.5,
  "gap_ha": 0.3134,
  "charge": 0,
  "smiles": "COC[C@H](C)N.COCCNCCOC.COCCNCCOC.COCCNCCOC.COCCNCCOC.COCCNCCOC.COCCNCCOC.CO.CO.CO.CO.CO",
  "e_homo_ev": -8.47,
  "symbols": ["C", "O", "C", "C", "C", "N", "H", "H", "H", "H", "H", "H", "H", "H", "H", "H", "H", "C", "O", "C", "C", "N", "C", "C", "O", "C", "H", "H", "H", "H", "H", "H", "H", "H", "H", "H", "H", "H", "H", "H", "H", "C", "O", "C", "C", "N", "C", "C", "O", "C", "H", "H", "H", "H", "H", "H", "H", "H", "H", "H", "H", "H", "H", "H", "H", "C", "O", "C", "C", "N", "C", "C", "O", "C", "H", "H", "H", "H", "H", "H", "H", "H", "H", "H", "H", "H", "H", "H", "H", "C", "O", "C", "C", "N", "C", "C", "O", "C", "H", "H", "H", "H", "H", "H", "H", "H", "H", "H", "H", "H", "H", "H", "H", "C", "O", "C", "C", "N", "C", "C", "O", "C", "H", "H", "H", "H", "H", "H", "H", "H", "H", "H", "H", "H", "H", "H", "H", "C", "O", "C", "C", "N", "C", "C", "O", "C", "H", "H", "H", "H", "H", "H", "H", "H", "H", "H", "H", "H", "H", "H", "H", "C", "O", "H", "H", "H", "H", "C", "O", "H", "H", "H", "H", "C", "O", "H", "H", "H", "H", "C", "O", "H", "H", "H", "H", "C", "O", "H", "H", "H", "H"],
  "coordinates": [[-1.06772, 0.91419, 0.11793], [-0.27247, -0.14350, -0.22598], [0.31184, -0.89063, 0.83374], [1.31476, -1.89128, 0.28577], [0.73271, -3.15536, -0.38587], [2.28525, -2.39560, 1.32120], [-1.78998, 1.30830, -0.59699], [-0.45486, 1.77248, 0.39334], [-1.74548, 0.53247, 0.88150], [0.94246, -0.30062, 1.49879], [-0.34736, -1.50760, 1.44439], [1.99818, -1.33611, -0.35672], [1.47461, -3.70098, -0.96896], [-0.04183, -2.84120, -1.08550], [0.38692, -3.79647, 0.42500], [2.97649, -2.81535, 0.71614], [2.81813, -1.70882, 1.83545], [2.63168, 7.06063, 0.93901], [2.51062, 8.17172, 0.01839], [3.67549, 9.02412, -0.09496], [3.65283, 10.08351, -1.22122], [3.40209, 9.44724, -2.53178], [3.99401, 10.00733, -3.72047], [3.27483, 11.35698, -3.97862], [2.10701, 11.05978, -4.76674], [1.24322, 12.17179, -4.82927], [3.52813, 6.48062, 0.71974], [1.72581, 6.45718, 0.99679], [2.75244, 7.33255, 1.98762], [4.35818, 8.21970, -0.36872], [3.84242, 9.44197, 0.89783], [4.65422, 10.51129, -1.17299], [3.03728, 10.95994, -1.01858], [3.53329, 8.45088, -2.63251], [3.88057, 9.32644, -4.56404], [5.05958, 10.18750, -3.57831], [3.96974, 11.97059, -4.55195], [3.12003, 11.82274, -3.00537], [1.53693, 12.95105, -5.53255], [0.92880, 12.52887, -3.84859], [0.30481, 11.92012, -5.32340], [-9.67083, -1.59935, -1.78697], [-8.99617, -1.55899, -0.53301], [-7.60087, -1.30039, -0.42965], [-7.14807, -1.25575, 1.00079], [-6.10859, -2.22656, 1.45543], [-6.26718, -3.58126, 0.90572], [-5.46720, -4.57945, 1.64582], [-5.45752, -5.70309, 0.85804], [-4.29655, -6.49554, 0.93163], [-10.02452, -0.58464, -1.96969], [-10.60761, -2.15586, -1.81620], [-8.92672, -1.99956, -2.47561], [-7.38632, -0.32173, -0.85896], [-6.98720, -1.93610, -1.06792], [-8.03410, -1.44355, 1.60724], [-6.65629, -0.35454, 1.36694], [-5.19858, -1.99023, 1.08646], [-6.00288, -3.62654, -0.15078], [-7.33167, -3.81562, 0.91307], [-5.87827, -4.76610, 2.63794], [-4.44450, -4.20320, 1.67035], [-4.36361, -7.39643, 0.32171], [-3.90805, -6.58059, 1.94649], [-3.51874, -5.91158, 0.43958], [-4.20529, -2.61271, -4.90697], [-3.96766, -4.00417, -5.13910], [-4.87759, -4.95586, -5.53173], [-5.50881, -4.68437, -6.90139], [-6.48321, -5.69832, -7.28998], [-7.82801, -5.26632, -6.91317], [-8.89191, -6.14788, -7.45836], [-8.74108, -6.07958, -8.88150], [-9.47179, -7.09552, -9.48810], [-3.23510, -2.15426, -4.71552], [-4.87047, -2.55812, -4.04518], [-4.61899, -2.18268, -5.81913], [-5.68750, -4.99640, -4.80337], [-4.31796, -5.89050, -5.56875], [-4.70422, -4.76697, -7.63208], [-5.88614, -3.66297, -6.95091], [-6.56662, -5.94405, -8.26608], [-8.11636, -4.25314, -7.19320], [-7.77205, -5.35736, -5.82843], [-9.89683, -5.78898, -7.23604], [-8.66244, -7.13594, -7.05939], [-8.75930, -7.91299, -9.59853], [-9.66685, -6.99794, -10.55606], [-10.37183, -7.35005, -8.92842], [4.32684, -5.79940, 8.28672], [3.81278, -6.70302, 7.29080], [3.00280, -6.16041, 6.23724], [1.73948, -5.47669, 6.87186], [0.89910, -6.40353, 7.69773], [0.04569, -5.73139, 8.65485], [-0.83566, -6.83639, 9.35819], [-0.04640, -7.72732, 10.12058], [-0.69733, -8.42272, 11.14751], [4.98715, -5.12643, 7.73971], [4.83235, -6.34364, 9.08443], [3.76842, -5.01707, 8.80075], [2.75623, -7.07256, 5.69384], [3.56635, -5.42810, 5.65911], [1.10254, -5.14917, 6.05020], [1.97845, -4.58181, 7.44648], [1.48805, -7.03559, 8.22092], [-0.61097, -4.99929, 8.18482], [0.49880, -5.21690, 9.50225], [-1.48707, -7.44050, 8.72668], [-1.48631, -6.22842, 9.98679], [0.01432, -8.99486, 11.74276], [-1.43519, -9.09705, 10.71283], [-1.10799, -7.77910, 11.92546], [8.76079, 6.32723, 0.37163], [8.25140, 5.10225, 0.61700], [8.87752, 4.48506, 1.67645], [8.28149, 3.17440, 2.00905], [8.15728, 2.23523, 0.78866], [7.34198, 1.02554, 0.93435], [7.94570, 0.00058, 1.81511], [7.91097, 0.13031, 3.23067], [8.71120, -0.75920, 4.00622], [9.81854, 6.46589, 0.14792], [8.50392, 7.07324, 1.12368], [8.26402, 6.80358, -0.47359], [8.84000, 5.07262, 2.59376], [9.93763, 4.40976, 1.43436], [7.32880, 3.29651, 2.52438], [8.93478, 2.70576, 2.74506], [7.86836, 2.88927, 0.07532], [7.40932, 0.53877, -0.03860], [6.30786, 1.29879, 1.14416], [8.99197, -0.04614, 1.51305], [7.57122, -0.99570, 1.57997], [8.64411, -0.48676, 5.05949], [9.75187, -0.64264, 3.70370], [8.38518, -1.78423, 3.82980], [-6.15114, 5.91724, -1.57215], [-4.78297, 5.61588, -1.89358], [-3.90648, 6.57825, -1.26454], [-2.68462, 6.74654, -2.20779], [-3.12232, 7.41399, -3.47121], [-1.91941, 7.69461, -4.26474], [-1.31412, 6.36523, -4.86453], [-2.34811, 5.71928, -5.66110], [-2.03930, 4.40463, -6.04868], [-6.49808, 5.79894, -0.54563], [-6.83792, 5.36032, -2.20955], [-6.34990, 6.97325, -1.75495], [-3.73844, 6.38164, -0.20567], [-4.35218, 7.56993, -1.34225], [-2.16167, 5.81462, -2.42261], [-1.91435, 7.33467, -1.70891], [-3.81272, 6.86483, -3.96304], [-1.12751, 8.13788, -3.66097], [-2.10117, 8.42420, -5.05389], [-0.88350, 5.78121, -4.05114], [-0.57144, 6.63132, -5.61668], [-1.84396, 3.74779, -5.20102], [-1.15962, 4.33103, -6.68810], [-2.85321, 4.02926, -6.66898], [3.78108, 3.35948, -2.22489], [4.67108, 4.51945, -2.36807], [4.11080, 2.43141, -2.69187], [3.74815, 2.99216, -1.19917], [2.78890, 3.69474, -2.52700], [5.02458, 4.60611, -1.47974], [1.97665, -9.71245, -2.52182], [2.75127, -10.75936, -1.91530], [0.89282, -9.69838, -2.40692], [2.33842, -8.72591, -2.23204], [2.18818, -9.68509, -3.59076], [2.35476, -11.11125, -1.11495], [3.11980, 0.79950, 6.02996], [3.67749, 1.97754, 5.46783], [4.02365, 0.21027, 6.18477], [2.66943, 1.12333, 6.96826], [2.38648, 0.36045, 5.35353], [4.42104, 2.24346, 6.01375], [6.97396, -5.93885, -0.38465], [6.07217, -5.37760, -1.26423], [7.10561, -7.00606, -0.56303], [7.92720, -5.44566, -0.57490], [6.53717, -5.87929, 0.61222], [6.43893, -5.46698, -2.14689], [-2.02687, -0.47297, 5.64581], [-3.38723, -0.18829, 5.82999], [-1.52138, 0.24460, 4.99954], [-1.54301, -0.46554, 6.62250], [-1.87353, -1.47921, 5.25587], [-3.91745, -0.43967, 5.07021]],
  "forces_ev_per_angstrom": [[-1.1, 0.7, 1.4], [1.1, -1.9, -1.1], [0.9, -0.6, -0.1], [1.6, -0.2, -0.3], [0.2, 1.2, 0.1], [-0.7, -0.6, -0.1], [0.5, -0.6, -1.0], [-0.1, 0.1, 0.6], [0.0, 0.7, 0.9], [-0.4, 0.7, 0.2], [-0.9, 0.5, 0.1], [-0.7, 0.2, -0.9], [0.2, 0.1, 0.1], [-0.3, -0.3, 0.2], [-0.3, -0.1, -0.2], [0.3, -0.5, 0.3], [-0.3, 0.7, -0.1], [0.5, 1.1, -0.1], [-1.4, -0.1, 0.5], [-0.9, -1.6, -0.1], [0.3, -1.6, -0.2], [-0.4, -0.5, 0.0], [-0.7, 1.6, 0.7], [1.0, -1.6, -1.4], [0.3, 0.9, 1.0], [-1.2, -0.2, -0.7], [-0.1, -0.4, -0.4], [0.0, 0.1, -0.9], [0.2, 0.8, 0.2], [1.4, 0.7, 0.1], [0.5, 0.3, -0.1], [0.6, 0.0, -0.1], [-0.7, -0.4, 0.0], [-0.2, -0.1, 1.2], [-0.2, 0.1, 0.0], [0.4, 0.2, -0.1], [-0.2, 0.5, -0.2], [-0.6, 0.2, -0.1], [1.0, 0.5, 0.5], [0.5, 0.3, 0.1], [-0.1, -0.9, 0.1], [1.2, 0.9, 0.4], [-0.7, -1.0, 1.5], [-0.2, 1.3, -1.8], [1.0, -1.2, 1.6], [-0.2, -1.0, -0.7], [-1.6, 1.2, -0.3], [0.6, 0.4, 0.0], [-0.8, -2.3, -0.7], [0.9, 1.4, -0.5], [0.5, 0.3, -0.8], [0.4, -0.7, 0.7], [-0.5, 0.2, -0.8], [-0.2, 0.5, -0.2], [-0.1, -0.7, 0.1], [0.0, 0.1, 0.1], [-0.7, 0.6, -0.6], [0.1, 0.9, 0.2], [0.3, -0.1, -0.2], [-0.1, -0.3, 0.2], [0.2, 0.0, 0.3], [0.3, 0.3, 0.7], [-0.5, -0.1, 0.6], [-0.4, -0.8, 0.2], [0.5, 0.1, -0.2], [-0.6, -1.6, -0.6], [2.6, 0.8, 0.3], [-1.5, 0.3, -0.4], [1.0, -0.8, -1.0], [-1.3, 0.4, 0.2], [0.4, 0.0, 1.3], [0.7, 0.0, -0.7], [-0.3, 0.7, 0.3], [0.9, -1.4, -0.8], [-0.1, -0.1, 0.2], [-0.2, 0.6, 0.0], [-0.3, 0.4, 0.2], [-0.2, -0.4, 0.3], [-0.3, -0.1, 0.1], [0.2, 0.3, 0.0], [-0.3, 0.1, 0.0], [0.9, 0.4, -0.3], [0.5, 0.5, -0.1], [-0.8, 0.4, 0.3], [-0.1, -0.2, 0.5], [-0.5, -0.5, -0.3], [-0.3, -1.0, 0.7], [-0.5, 1.3, 0.1], [0.0, -0.2, -0.2], [0.8, 0.6, -1.2], [-0.2, 0.3, 1.2], [-0.8, 0.2, 2.5], [-0.5, -1.2, -0.4], [1.0, 0.9, -0.6], [-1.2, -2.2, 0.4], [-0.2, 1.1, 0.1], [1.1, 0.6, 0.1], [0.0, -0.1, 0.2], [1.0, -0.2, 0.1], [0.1, -0.3, -0.5], [-1.6, -0.6, -0.1], [-0.2, 0.4, -0.4], [0.0, 0.0, -0.3], [0.0, 0.2, -0.2], [0.5, 0.1, 0.0], [0.3, -0.1, -0.1], [-0.1, -0.2, -0.3], [0.7, 0.2, 0.0], [0.1, 0.2, -0.6], [-0.3, -0.2, 0.5], [0.4, -0.3, -0.6], [-0.3, -0.1, 0.3], [-0.6, 0.4, -0.3], [-0.3, 3.3, -1.0], [-1.1, -1.0, -0.5], [1.2, -0.2, 0.6], [-0.5, -2.6, -0.8], [1.1, 1.8, 1.9], [-0.1, 1.6, -0.4], [1.6, -1.8, 1.1], [-0.8, 1.2, 0.6], [-0.1, 0.5, -1.2], [0.4, -0.8, 0.2], [0.2, -0.1, 0.9], [-0.2, -0.6, -0.5], [-0.2, 0.5, 0.2], [0.3, -0.3, 0.0], [-0.4, 0.1, -0.1], [0.0, -0.1, 0.0], [-0.4, -0.6, -0.5], [-0.4, 0.0, -0.2], [-0.3, -0.4, 0.3], [0.4, 0.1, -0.1], [-0.5, -0.1, -0.2], [-0.3, 0.0, -0.2], [0.3, -0.2, 0.0], [0.1, -0.2, 0.2], [-0.1, 0.5, -0.6], [-0.8, 0.6, 1.2], [0.3, 0.2, -1.9], [-0.9, -0.3, 0.1], [1.4, 0.7, 1.5], [-0.1, -1.6, -0.8], [-1.1, 1.4, -1.3], [0.3, 0.2, 1.2], [0.2, -0.1, -0.3], [0.6, -0.6, 0.4], [0.4, -0.3, -0.1], [0.1, 0.2, -0.3], [0.4, -0.4, -0.1], [-0.4, 0.1, 0.2], [-0.3, -0.5, 0.2], [-0.2, 0.5, 0.0], [0.3, -0.3, -0.1], [-0.2, 0.0, 0.3], [-0.3, -0.2, -0.2], [-0.2, -0.5, -0.3], [0.7, 0.0, 0.4], [-0.3, -0.1, 0.2], [0.4, 0.3, -0.1], [-0.2, 0.0, 0.3], [0.3, 0.6, 0.4], [-0.6, -1.6, 0.4], [0.2, 0.5, -1.0], [-0.2, 0.6, 0.4], [0.0, -0.4, -0.1], [0.4, 0.4, -0.1], [0.7, 0.6, -0.3], [-0.5, 0.3, -0.5], [0.0, -0.6, 0.3], [0.0, 0.1, 0.6], [-0.1, -0.6, -0.1], [-0.3, 0.3, 0.0], [1.1, 0.9, 0.4], [-0.3, 0.9, -1.0], [-0.7, -1.1, 0.3], [-0.3, -0.7, 0.2], [0.2, 0.0, 0.0], [0.0, 0.0, 0.0], [0.6, -0.7, 0.2], [-1.4, 0.5, -1.1], [0.1, -0.3, -0.1], [0.4, 0.0, 1.0], [0.5, 0.5, 0.1], [-0.2, 0.1, -0.1], [0.3, -0.5, 0.0], [-0.5, 0.3, 0.4], [0.0, 0.1, -0.1], [-0.1, 0.2, 0.0], [0.0, -0.1, -0.2], [0.2, -0.1, -0.1]]
}